This record from the OMol25 dataset describes a structure of composition C17H36BF2N2O10PS3 in a non-equilibrium geometry. The level of theory is ωB97M-V with the def2-TZVPD basis set.

## Properties
HOMO level = -8.81 eV
energy = -89573.599 eV
orbital gap = 6.5 eV

Structure (XYZ):
```
72
Properties=species:S:1:pos:R:3:lowdin_charge:R:1
C 2.56 -1.67 3.73 -0.08
C 3.49 -1.37 2.53 -0.22
C 3.25 0.00 1.86 -0.17
C 2.55 -0.11 0.45 -0.10
C 1.27 0.79 0.26 -0.22
C 1.69 2.24 0.55 -0.11
C 3.11 2.70 0.18 -0.22
C 3.59 2.53 -1.27 -0.09
C 0.44 0.09 1.31 0.05
N -0.18 -0.93 0.81 -0.04
P -1.09 -1.87 1.96 0.41
O -0.63 -1.67 3.34 -0.21
O -2.58 -1.52 1.76 -0.09
O -0.80 -3.37 1.52 -0.08
C -0.05 -1.05 -0.68 -0.39
S -1.79 -1.52 -1.22 0.96
B 0.82 -2.27 -1.38 -0.48
C 2.34 -2.23 -1.79 0.01
O 0.23 -3.49 -1.62 0.09
C 0.30 0.46 -0.96 -0.34
C -1.07 1.18 -0.96 -0.14
C -1.14 2.72 -0.87 -0.22
O -2.51 3.10 -0.98 -0.05
O 0.82 0.38 -2.27 -0.07
C 1.06 1.59 -2.98 -0.21
C 0.05 1.90 -4.08 -0.20
C 0.30 3.33 -4.57 -0.09
H 1.96 -2.55 3.60 0.06
H 3.14 -1.76 4.65 0.07
H 1.88 -0.83 3.87 0.05
H 4.50 -1.32 2.93 0.10
H 3.49 -2.18 1.80 0.10
H 2.74 0.68 2.53 0.11
H 4.24 0.39 1.64 0.10
H 3.27 0.04 -0.35 0.11
H 2.29 -1.16 0.42 0.08
H 1.02 3.00 0.14 0.09
H 1.62 2.38 1.63 0.12
H 3.88 2.32 0.85 0.09
H 3.11 3.78 0.36 0.12
H 3.40 1.55 -1.70 0.05
H 4.64 2.79 -1.35 0.08
H 3.06 3.25 -1.90 0.07
H 0.43 0.37 2.35 0.16
H -3.11 -1.97 2.46 0.10
H -0.42 -3.81 2.30 0.11
H -1.97 -2.69 -0.59 -0.08
H 2.40 -2.74 -2.75 0.09
H 2.76 -1.23 -1.86 0.04
H 2.88 -2.86 -1.08 0.09
H 0.16 -4.01 -0.81 0.11
H -1.70 0.88 -0.12 0.11
H -1.56 0.97 -1.91 0.10
H -0.63 3.22 -1.68 0.10
H -0.84 3.08 0.11 0.11
H -3.06 2.34 -1.19 0.08
H 1.17 2.42 -2.29 0.09
H 2.03 1.48 -3.47 0.13
H 0.27 1.25 -4.92 0.12
H -0.99 1.83 -3.75 0.11
H 1.27 3.42 -5.04 0.08
H 0.25 4.06 -3.76 0.07
H -0.44 3.59 -5.33 0.08
N -6.97 -1.46 1.69 -0.31
S -6.03 -2.71 1.58 0.50
O -6.64 -3.93 1.16 -0.27
O -4.97 -2.81 2.55 -0.32
F -5.22 -2.27 0.27 -0.21
S -8.02 -1.53 2.87 0.47
O -9.04 -0.55 2.73 -0.28
O -7.48 -1.75 4.17 -0.29
F -8.79 -2.89 2.56 -0.19
```

***

This record from the OMol25 dataset describes a cluster of 2 separate species, C17H36BFNO4 in total in a non-equilibrium geometry. The level of theory is ωB97M-V with the def2-TZVPD basis set.

## Properties
HOMO level = -12.54 eV
energy = -31281.015 eV
orbital gap = 9.5 eV
total charge = +1

Structure (XYZ):
```
60
Properties=species:S:1:pos:R:3:lowdin_charge:R:1
C -4.04 1.25 -1.40 0.02
B -3.71 2.10 -0.14 -0.42
O -4.57 3.11 0.24 0.14
C -2.41 1.93 0.82 -0.11
C -1.68 0.60 0.75 -0.14
O -0.45 0.57 1.46 -0.10
C -0.29 1.53 2.48 -0.12
C -0.68 2.99 2.12 -0.21
C 0.47 3.99 2.24 -0.11
C 0.41 4.65 3.61 -0.17
F -0.65 5.57 3.56 -0.05
N -1.39 3.05 0.78 0.02
C -0.40 2.99 -0.34 -0.04
C -0.94 2.55 -1.70 -0.14
O 0.16 2.23 -2.53 0.01
C 0.65 0.96 -2.29 -0.47
C 2.15 0.89 -2.21 0.04
O -0.09 0.00 -2.15 0.11
H -5.06 0.89 -1.30 0.09
H -3.35 0.44 -1.61 0.07
H -4.06 1.94 -2.25 0.10
H -5.22 2.85 0.90 0.12
H -2.83 2.00 1.82 0.16
H -1.47 0.27 -0.26 0.10
H -2.35 -0.15 1.18 0.15
H 0.75 1.50 2.79 0.14
H -0.88 1.22 3.35 0.14
H -1.42 3.30 2.85 0.15
H 0.42 4.80 1.52 0.12
H 1.44 3.50 2.17 0.13
H 0.16 3.95 4.40 0.13
H 1.31 5.21 3.81 0.13
H -1.86 3.95 0.78 0.20
H 0.44 2.37 -0.06 0.14
H 0.00 3.99 -0.48 0.14
H -1.62 1.70 -1.66 0.08
H -1.47 3.37 -2.18 0.15
H 2.58 1.73 -2.73 0.09
H 2.41 0.93 -1.16 0.10
H 2.49 -0.04 -2.65 0.10
C 2.30 -6.57 -1.99 -0.11
C 2.76 -5.12 -1.89 -0.27
C 2.99 -4.66 -0.45 -0.23
C 1.75 -4.68 0.44 -0.23
C 0.58 -3.85 -0.07 -0.26
C 0.89 -2.36 -0.18 -0.11
H 1.34 -6.72 -1.51 0.07
H 2.19 -6.86 -3.04 0.07
H 3.02 -7.25 -1.53 0.08
H 2.04 -4.47 -2.38 0.10
H 3.70 -5.01 -2.44 0.10
H 3.41 -3.65 -0.47 0.10
H 3.76 -5.29 0.01 0.11
H 2.03 -4.33 1.44 0.11
H 1.42 -5.72 0.58 0.10
H -0.26 -3.99 0.62 0.10
H 0.24 -4.23 -1.04 0.10
H 1.20 -1.96 0.79 0.08
H 0.01 -1.81 -0.51 0.04
H 1.68 -2.17 -0.90 0.06
```